1.
{
  "formula": "C2H4N2O3",
  "method": "ωB97M-V with the def2-TZVPD basis set",
  "species": ["O", "C", "N", "O", "H", "C", "N", "O", "H", "H", "H"],
  "xyz": [[-3.263, 1.352, -0.320], [-2.728, 0.336, -0.151], [-2.164, -0.592, 0.349], [-1.674, -1.796, -0.072], [-1.058, -2.059, 0.634], [2.283, 0.370, -0.242], [0.929, 0.152, 0.092], [1.890, 0.533, 1.067], [2.869, -0.519, -0.456], [2.578, 1.266, -0.784], [0.338, 0.957, -0.116]],
  "atomic_forces_ev_per_a": [[-0.630, 0.921, -0.712], [0.187, -0.265, 0.296], [0.693, -0.802, 0.955], [-0.102, -0.164, -0.361], [-0.168, 0.355, -0.228], [0.633, 0.045, -0.820], [-1.418, -1.062, -0.712], [0.578, 0.672, 1.459], [-0.031, 0.001, -0.038], [-0.067, 0.025, 0.096], [0.324, 0.275, 0.064]],
  "e_tot_ev": -11256.123,
  "homo_energy_ev": -9.890,
  "smiles": "O=C=NO.C1NO1",
  "e_lumo_ev": 0.4,
  "de_lowest_kj_mol": 621.7
}

---

2.
{
  "formula": "C2H4N2O3Si",
  "method": "ωB97M-V with the def2-TZVPD basis set",
  "species": ["N", "C", "O", "C", "O", "N", "O", "Si", "H", "H", "H", "H"],
  "xyz": [[-2.170, -0.792, 0.028], [-1.025, -0.134, 0.252], [-0.739, 1.049, 0.191], [0.129, -1.094, 0.180], [0.089, -2.137, -0.369], [1.247, -0.654, 0.760], [2.529, -1.228, 0.264], [2.277, 0.356, -0.233], [-1.903, -1.727, -0.102], [-3.103, -0.489, 0.169], [2.069, 0.813, -1.632], [3.098, 1.067, 0.746]],
  "atomic_forces_ev_per_a": [[0.713, 0.932, 0.667], [0.222, 1.209, -1.331], [-0.794, 0.326, 0.669], [0.873, -0.274, 0.660], [-1.325, -2.963, -1.688], [1.527, 2.590, 0.600], [-0.583, -0.486, -0.916], [0.491, -0.354, 1.785], [-0.662, -1.919, -0.233], [-0.448, 0.415, -0.072], [-0.078, -0.320, 0.435], [0.063, 0.843, -0.578]],
  "e_tot_ev": -19137.137,
  "homo_energy_ev": -9.838,
  "smiles": "NC(=O)C(=O)N1O[SiH2]1",
  "e_lumo_ev": 0.0,
  "de_lowest_kj_mol": 8.5
}

---

3.
{
  "formula": "C2H4N2O4",
  "method": "ωB97M-V with the def2-TZVPD basis set",
  "species": ["O", "C", "O", "N", "N", "C", "O", "O", "H", "H", "H", "H"],
  "xyz": [[-1.088, 0.476, 1.118], [-0.304, 1.151, 0.492], [-0.362, 2.512, 0.508], [0.587, 0.808, -0.554], [1.024, -0.498, -0.763], [0.132, -1.494, -0.071], [0.437, -1.878, 1.026], [-0.896, -1.963, -0.783], [-1.122, 2.754, 1.057], [0.928, 1.542, -1.155], [1.992, -0.772, -0.640], [-1.327, -2.639, -0.235]],
  "atomic_forces_ev_per_a": [[1.135, -0.135, -0.326], [-0.210, 0.812, -1.767], [0.216, -0.017, 0.149], [-0.533, 0.001, 2.054], [-2.616, -2.009, -0.637], [1.809, 0.513, 0.389], [-0.124, -0.415, -0.645], [0.379, 0.507, -0.248], [0.101, -0.122, -0.029], [-0.116, -0.244, 0.072], [-0.089, 0.848, 0.943], [0.048, 0.260, 0.046]],
  "e_tot_ev": -13308.360,
  "homo_energy_ev": -9.142,
  "smiles": "O=C(O)NNC(=O)O",
  "e_lumo_ev": 0.6,
  "de_lowest_kj_mol": 0.0
}